21
Properties=species:S:1:pos:R:3:forces:R:3 method="wB97M-V/def2-TZVPD" gap_ev=7.49 charge=-1 homo_ev=-4.23 molar_mass_g_mol=297.95 e_lumo_ev=3.26
C -1.829035 -1.355536 0.152910 0.0222 -0.0029 0.0727
C -1.258710 -0.297568 -0.780686 -0.3393 0.0850 -0.0046
As 0.649264 0.221590 -0.328853 0.2205 -0.2303 -0.2627
C -0.066850 1.817529 0.961731 -0.0621 0.5848 0.4341
C 0.857291 2.044971 2.051035 0.1020 -0.2988 -0.5272
O 1.857474 2.674331 2.136067 -0.1005 0.1750 -0.0410
Br 0.440015 0.840056 3.630546 -0.1463 -0.1534 0.2990
C 1.385392 -1.288695 -1.602847 -0.1519 0.0302 -0.0569
F 1.105955 -2.553058 -1.172239 -0.0368 -0.1084 0.1201
F 0.890026 -1.252745 -2.878588 -0.0615 0.1152 -0.0210
F 2.731546 -1.258302 -1.761162 0.2663 0.0308 0.0356
H -2.126820 -0.921730 1.115464 0.0625 -0.0515 -0.1078
H -1.074503 -2.120053 0.377266 -0.1095 0.0511 -0.0647
H -2.704602 -1.861333 -0.272377 0.0731 0.0741 0.0574
H -1.834077 0.635335 -0.730305 0.0672 -0.1027 -0.0479
H -1.264811 -0.622634 -1.826365 0.1169 -0.0045 0.1217
H 0.638565 -0.796631 0.876156 0.0279 0.0265 0.0012
H 2.121741 0.645767 -0.001286 -0.0546 0.0182 0.0036
H 0.625384 1.212187 -1.577695 -0.0148 0.0195 0.0430
H -1.056791 1.523903 1.300569 0.1044 -0.0271 -0.0023
H -0.086455 2.712617 0.330657 0.0142 -0.2308 -0.0520



26
Properties=species:S:1:pos:R:3:forces:R:3 method="wB97M-V/def2-TZVPD" gap_ev="6.27 / 6.27" charge=0 homo_ev="-8.34 / -8.34" molar_mass_g_mol=549.94 e_lumo_ev="-2.07 / -2.07"
Pt 0.247816 -0.231788 0.409504 0.9030 -0.5474 0.2881
O 0.236122 -0.380352 -3.281197 0.0279 -0.0439 -0.0476
C 0.895443 -1.551882 -3.729587 0.0270 0.0125 -0.0348
C 1.439221 -2.441850 -2.604411 0.1861 -0.0348 -0.3109
C 2.063176 -3.629841 -3.374633 0.0092 0.0121 0.1048
O 2.619701 -4.540672 -2.443660 0.0155 -0.0385 0.0027
C 0.384498 -3.027093 -1.682070 -0.0630 -0.0115 0.2269
Se -0.928204 -1.873324 -0.837945 -0.1819 -0.1500 -0.0453
C 2.573479 -1.814891 -1.783814 -0.0414 -0.0261 0.0764
Se 2.208927 -0.106550 -0.921470 -0.1161 0.0263 -0.2807
H -0.019557 0.133145 -4.053569 0.0027 0.0141 0.0069
H 1.746454 -1.282130 -4.367413 -0.0141 0.0159 -0.0157
H 0.209209 -2.162386 -4.331399 -0.0099 0.0190 0.0141
H 2.834758 -3.248315 -4.053907 -0.0024 0.0048 0.0015
H 1.284534 -4.115401 -3.975301 0.0087 0.0103 0.0057
H 3.001266 -5.283932 -2.919151 -0.0068 0.0133 0.0106
H 0.862357 -3.611906 -0.899429 0.0228 -0.0287 -0.0892
H -0.260041 -3.706744 -2.250352 -0.0790 0.0332 0.0372
H 3.425401 -1.621580 -2.440495 -0.0164 0.1225 0.0368
H 2.902047 -2.511609 -1.018092 -0.0328 -0.0818 -0.0776
O 0.254024 -1.874567 2.412096 0.0259 0.0143 -0.0194
N -0.437415 -1.053884 2.974024 0.2547 0.2304 -0.1155
O -0.619145 0.030016 2.270920 -0.8791 0.0254 0.2921
F -1.878683 0.974078 -1.154282 0.0157 0.0915 -0.0136
B -0.598935 1.057117 -0.837873 -0.0328 0.1467 -0.0177
F 0.068050 2.116542 -1.256094 -0.0236 0.1704 -0.0358



18
Properties=species:S:1:pos:R:3:forces:R:3 method="wB97M-V/def2-TZVPD" gap_ev=9.81 charge=0 homo_ev=-9.43 smiles="CB(O)[C@H]1C=NCC1" molar_mass_g_mol=110.95 e_lumo_ev=0.38 relative_energy_ev=1.461
B -1.292720 0.110652 0.131016 0.0168 0.6266 -1.1200
C 1.313802 0.965558 -0.372613 -3.8048 0.0038 -1.0997
C 0.937587 -1.335195 -0.107771 -0.9429 -1.7222 -0.8009
C 2.262990 -0.886766 0.423252 -0.2101 1.4975 0.4635
C 0.167995 -0.181314 -0.686920 0.1498 3.0373 4.0999
C -2.170621 1.443225 -0.102312 0.2349 1.8286 -2.0282
N 2.372214 0.611148 0.156748 1.0546 -1.5789 1.1590
O -1.743897 -0.910975 0.909314 -0.8326 -0.9357 1.3893
H 1.005822 1.992088 -0.642329 0.7994 -0.2736 0.1471
H 1.103787 -1.916261 -1.008494 0.0019 -1.2545 0.4235
H 0.406010 -1.855539 0.741868 0.2266 0.2046 -1.5464
H 2.237135 -1.174463 1.467487 0.5328 0.8687 0.5757
H 3.105082 -1.399332 0.033586 0.8518 -0.2878 -0.7255
H 0.056824 -0.092840 -1.730356 -0.3401 -0.4613 -1.4035
H -3.062814 1.602719 0.501107 -0.0398 -0.3914 0.2018
H -2.536591 1.627889 -1.204920 0.5894 -1.0487 1.7251
H -1.628336 2.442116 -0.040478 -0.0444 -1.2830 0.3950
H -2.534272 -1.042712 1.531818 1.7566 1.1701 -1.8556



17
Properties=species:S:1:pos:R:3:forces:R:3 method="wB97M-V/def2-TZVPD" gap_ev=10.15 charge=0 homo_ev=-9.31 smiles="C=C(C)Cl.CCBr" molar_mass_g_mol=185.49 e_lumo_ev=0.84 relative_energy_ev=0.596
C -3.590476 1.686246 -2.222402 1.4079 0.9994 -1.4181
C 0.738594 -0.349321 1.400073 -3.6722 -2.4015 1.4877
C 0.353435 1.504030 -0.270792 -1.3258 -0.8529 0.5427
C -3.019437 0.307325 -1.924354 0.9119 0.3184 -0.3233
C 0.801475 0.323381 0.130483 1.3179 1.5539 -0.9403
Cl 1.976461 -0.354396 -0.941303 0.8554 -0.7623 -0.4936
Br -3.024473 -0.045592 -0.003966 -0.4711 -0.2513 -0.0160
H -3.000048 2.485494 -1.756876 0.0715 -0.3816 0.2929
H -3.459736 1.955632 -3.318953 -0.4069 -0.7050 1.0281
H -4.599406 1.893384 -1.928432 -0.6796 -0.4520 0.1011
H -0.223183 -0.001182 1.974183 1.9225 -0.6484 -0.8480
H 0.666022 -1.481796 1.249338 -0.3080 1.4128 0.0727
H 1.603376 -0.294761 2.010781 0.9222 0.7643 0.4849
H 0.711429 1.872944 -1.195223 0.0421 0.5147 -0.7316
H -0.535783 1.917718 0.180698 0.2483 0.4454 0.3699
H -1.926873 0.260694 -2.106951 -0.7211 0.2355 -0.2622
H -3.477707 -0.501371 -2.510734 -0.1151 0.2105 0.6530



20
Properties=species:S:1:pos:R:3:forces:R:3 method="wB97M-V/def2-TZVPD" gap_ev=8.22 charge=+1 homo_ev=-12.46 molar_mass_g_mol=227.51 e_lumo_ev=-4.25 relative_energy_ev=0.782
C -1.103829 -3.271580 -1.176080 -0.6553 -1.3249 -0.9495
C 0.217710 -0.320278 0.327098 1.5057 2.3140 1.0453
C 1.029639 2.218969 2.046230 1.2702 0.6700 -2.8168
C -0.079226 -2.202947 -1.239446 0.0779 1.3032 0.1137
C 0.053165 2.612693 1.028388 0.7740 0.3376 -0.7852
N -2.155807 -3.231884 -0.492632 1.2781 2.4539 0.4027
N -0.392467 -1.326268 -0.124546 -0.1490 -0.3572 -0.9517
N 0.539144 3.073236 -0.087699 -1.3114 0.6053 -0.0001
Cl -0.288143 -1.204692 -2.785343 -0.1921 -0.7669 0.5442
Br 2.029449 -0.088329 -0.401381 -0.1986 -0.2636 -0.0092
H -0.798174 -4.028523 -1.858423 -0.3611 -1.1802 -0.6827
H 0.624101 1.428793 2.565791 -0.3390 -1.5679 1.7600
H 1.486512 3.049439 2.572753 -0.4408 0.1532 0.4424
H 1.832856 1.880762 1.324785 -0.2853 -0.2886 1.4314
H 0.981144 -2.540178 -1.359675 -1.0665 0.2452 0.8427
H -1.050611 2.529033 1.064867 0.7970 0.1835 0.3031
H -2.902788 -3.871629 -0.581285 -0.2627 -1.3939 -0.3658
H -0.213418 3.487618 -0.654341 1.2376 -0.2559 -0.6175
H -1.372527 -1.314387 0.169855 0.0042 -0.8920 -0.1510
H 1.563270 3.120152 -0.338915 -1.6830 0.0251 0.4437



17
Properties=species:S:1:pos:R:3:forces:R:3 method="wB97M-V/def2-TZVPD" gap_ev=10.00 charge=0 homo_ev=-9.17 smiles="[H]/N=C/C.C=C(C)Br" molar_mass_g_mol=164.05 e_lumo_ev=0.84 relative_energy_ev=1.077
C -1.198623 -0.561484 2.030502 -0.0930 0.2707 -0.4708
C -0.539181 -1.735723 1.448740 2.9146 0.0834 0.0340
C 0.866631 0.064116 -2.654000 -1.0827 1.4792 0.7202
C 0.499772 1.627216 -0.782523 -1.3579 -0.0424 1.6994
C 1.122138 0.406540 -1.397994 -1.3208 0.7998 -1.3041
N -1.688000 0.307455 1.262127 0.1566 -0.5134 -1.3044
Br 2.410922 -0.503423 -0.409433 0.4329 -0.3172 0.4488
H 0.535853 -1.516250 1.139601 -1.0634 0.3265 0.9106
H -0.848184 -2.047654 0.509324 -1.5603 -0.2059 -1.7923
H -0.417083 -2.620815 2.013550 -0.2941 -0.7533 1.2090
H -1.217637 -0.372319 3.085218 0.3251 -0.3491 0.8525
H 1.123288 -0.789582 -3.167368 1.2560 -1.8452 -0.6624
H 0.211927 0.689427 -3.247534 -0.2310 0.2070 0.2757
H -0.044049 1.458866 0.224464 0.3333 -0.4714 -2.0032
H 1.286663 2.177185 -0.368040 1.5355 1.4685 0.1299
H -0.139469 2.292374 -1.430733 0.7671 -1.1152 0.4212
H -1.964967 1.124074 1.744100 -0.7177 0.9780 0.8360



18
Properties=species:S:1:pos:R:3:forces:R:3 method="wB97M-V/def2-TZVPD" gap_ev=10.10 charge=0 homo_ev=-9.32 smiles="C=C(C)Br.CNC=O" molar_mass_g_mol=180.05 e_lumo_ev=0.78 relative_energy_ev=2.651
C 1.161516 -0.434425 1.360541 3.3755 1.9568 -4.6122
C -2.443856 -0.047862 0.563912 0.2390 0.5119 -0.9726
C -0.782017 -1.351312 -0.962595 -0.3467 -0.6769 1.8536
C 1.646772 1.541889 -0.204185 -2.0921 -0.0662 2.3434
C -1.649546 -0.192553 -0.468322 1.4308 -0.1252 -1.7307
N 1.951405 0.098525 0.308964 -0.9278 4.9369 -0.7292
O 0.399741 0.252809 1.931159 -1.8309 -0.0374 2.2548
Br -1.331043 1.223969 -1.702731 -0.5597 0.7418 -0.1410
H -2.758004 -0.854766 1.103564 -0.0852 -2.5394 1.4563
H 1.482582 -1.415359 1.184491 -0.6411 -2.8543 1.8689
H -2.955582 0.798453 0.935071 -0.1112 1.3360 -0.4697
H 0.291658 -1.218294 -0.911420 0.0698 1.1134 -0.1503
H -0.939279 -1.778402 -1.933173 -0.7734 0.2227 -0.5884
H -0.860512 -2.141474 -0.234214 -0.5715 -0.7382 0.2900
H 0.722704 1.612659 0.421791 0.5649 0.9409 -0.5331
H 2.218005 2.485236 0.045800 0.3907 -1.7545 0.2355
H 1.215747 1.751501 -1.196324 0.8530 -1.3124 -0.0305
H 2.629709 -0.330595 -0.242328 1.0158 -1.6558 -0.3445



18
Properties=species:S:1:pos:R:3:forces:R:3 method="wB97M-V/def2-TZVPD" gap_ev="7.77 / 8.50" charge=0 homo_ev="-8.37 / -9.04" molar_mass_g_mol=169.13 e_lumo_ev="-0.60 / -0.54" relative_energy_ev=7.209
C -0.395201 1.879649 0.655155 -0.8699 -4.7092 2.6905
C -0.987225 -0.937209 -0.551615 0.6543 1.1542 0.8491
C 1.211603 0.741642 -1.712211 -2.7342 0.5808 1.6859
C 1.711120 -0.396448 1.245949 -0.7525 2.6902 -2.6896
C -2.037554 -1.452812 0.330490 2.4936 -3.9535 1.9309
Si 0.376579 0.313976 -0.061539 1.3089 -0.2070 0.4974
Cl -1.424886 -1.406705 2.075613 -0.2024 0.2796 -0.1736
Cl -1.502343 -0.802696 -2.144688 -0.5028 -0.2244 -1.2531
H -0.600812 2.693132 0.134964 -0.4227 3.8016 -2.5911
H -1.224508 1.752763 1.413699 1.2328 -0.0039 -0.4517
H 0.610962 1.270729 -2.417566 -0.7984 0.5496 -0.2599
H 2.066604 1.276262 -1.611961 2.5792 2.2181 0.9268
H 1.577191 -0.032157 -2.241756 0.8162 -3.4280 -1.6292
H 1.129906 -0.631039 2.097497 0.0313 -0.0128 1.1773
H 2.176489 -1.254791 0.811572 0.4864 -0.5314 -0.0994
H 2.409721 0.509946 1.282953 -0.7614 -1.4877 0.5364
H -2.906047 -0.918000 0.381823 -2.4148 1.2343 -0.3107
H -2.191600 -2.606242 0.311623 -0.1437 2.0494 -0.8361